{"formula": "BrPd", "method": "ωB97M-V/def2-TZVPD", "multiplicity": 4, "s2": 3.760, "charge": 0, "homo_lumo_gap_ev": [8.3, 6.1], "lumo_energy_ev": [0.50, -4.15], "homo_ev": [-7.8203, -10.2546], "elements": ["Pd", "Br"], "coordinates": [[-0.011283, -1.370432, -0.188294], [0.011283, 1.370432, 0.188294]], "forces_ev_per_a": [[0.0, 1.9, 0.3], [0.0, -1.9, -0.3]]}

=====

{"formula": "C24H33O3Si", "method": "ωB97M-V/def2-TZVPD", "charge": 1, "homo_lumo_gap_ev": 6.4, "lumo_energy_ev": -4.15, "homo_ev": -10.5029, "elements": ["C", "C", "C", "C", "C", "O", "Si", "C", "C", "C", "H", "H", "H", "H", "H", "H", "H", "H", "H", "H", "H", "H", "H", "H", "H", "H", "H", "H", "C", "O", "C", "C", "C", "C", "C", "C", "C", "C", "C", "O", "C", "C", "C", "C", "C", "C", "H", "H", "H", "H", "H", "H", "H", "H", "H", "H", "H", "H", "H", "H", "H"], "coordinates": [[0.594488, -2.633768, -0.418296], [0.702759, -2.691256, 1.098829], [-0.105137, -3.855609, 1.693910], [0.320486, -1.354788, 1.600954], [0.850940, -0.067417, 0.937347], [-0.550314, -1.358569, 2.553108], [-1.324405, -0.827820, 4.063750], [-1.031438, 0.985463, 4.160854], [-3.103089, -1.251771, 3.790156], [-0.547788, -1.807635, 5.424031], [1.328891, -1.958243, -0.854469], [0.757267, -3.602195, -0.879625], [-0.396356, -2.296189, -0.724844], [1.764987, -2.877256, 1.349453], [0.053540, -3.935722, 2.772229], [-1.174154, -3.726019, 1.503641], [0.185782, -4.808089, 1.216640], [0.897641, 0.669454, 1.801381], [1.834543, -0.418699, 0.500233], [-1.493964, 1.370025, 5.092049], [0.043787, 1.232000, 4.183152], [-1.496397, 1.509956, 3.308737], [-3.676915, -0.997292, 4.711145], [-3.520400, -0.672693, 2.948043], [-3.241570, -2.326374, 3.578379], [-1.114569, -1.616836, 6.356093], [-0.577130, -2.889294, 5.230644], [0.495259, -1.512162, 5.599433], [-5.058451, -0.082390, -3.629431], [-4.663695, -0.284411, -2.258374], [-3.441999, 0.174922, -1.871405], [-3.023658, -0.161714, -0.578897], [-1.750396, 0.150300, -0.142106], [-0.823877, 0.765839, -0.967012], [0.536402, 0.934705, -0.322939], [1.625643, 1.233492, -1.419200], [2.757848, 1.939823, -1.022394], [3.743755, 2.339212, -1.934395], [3.568184, 2.026108, -3.286739], [4.513595, 2.561529, -4.108271], [5.470246, 3.252634, -3.241348], [4.996617, 3.133226, -1.787206], [2.465626, 1.298162, -3.740772], [1.558898, 0.859840, -2.791954], [-1.278405, 1.227361, -2.220349], [-2.555965, 0.890638, -2.687499], [-6.035852, -0.563755, -3.638013], [-5.139516, 0.988126, -3.857169], [-4.356743, -0.575078, -4.312629], [-3.716862, -0.632416, 0.099645], [-1.465108, -0.090852, 0.884154], [0.483874, 1.925141, 0.209712], [2.895146, 2.151903, 0.029660], [6.453466, 2.799134, -3.393872], [5.529971, 4.289924, -3.582257], [4.844018, 4.120631, -1.348367], [5.748601, 2.630740, -1.176333], [2.392807, 1.109214, -4.797661], [0.763810, 0.220187, -3.174662], [-0.635548, 1.829237, -2.868473], [-2.879174, 1.257385, -3.660399]], "forces_ev_per_a": [[-0.1, 0.2, -0.7], [0.5, -1.0, -0.1], [0.0, 0.0, -0.1], [-2.2, 0.9, 0.0], [1.9, -0.1, 0.6], [1.7, 0.3, -1.0], [-0.3, 0.1, -0.1], [0.1, 0.5, 0.1], [-0.3, -0.1, 0.0], [0.2, -0.1, 0.2], [0.0, 0.1, -0.1], [0.1, -0.2, 0.2], [0.0, 0.0, 0.0], [-0.2, 0.3, 0.0], [-0.1, -0.1, -0.1], [0.1, 0.1, 0.1], [0.0, 0.5, 0.2], [0.5, -1.1, -0.9], [-0.4, 0.5, 1.4], [0.3, -0.1, -0.4], [-0.4, 0.0, 0.1], [0.1, -0.2, 0.3], [0.3, -0.2, -0.6], [0.1, -0.2, 0.3], [0.0, 0.4, 0.1], [0.2, -0.1, -0.4], [0.0, 0.3, 0.1], [-0.2, -0.1, 0.0], [0.0, -0.1, 0.8], [0.5, 0.5, -0.1], [0.3, -0.4, -0.2], [-0.2, 0.3, 0.1], [-0.8, -0.3, -0.2], [-0.4, -0.1, 0.2], [-0.8, 2.0, -1.3], [0.3, -1.2, 0.1], [0.7, 0.2, -0.3], [-1.1, -0.7, -0.2], [-0.2, 0.5, 0.1], [-0.1, -0.2, 0.9], [0.4, 0.2, -0.6], [0.3, 0.2, 0.1], [1.0, 0.4, 0.6], [-0.6, -0.3, 0.4], [0.2, -0.3, 0.3], [-0.1, 0.3, 0.3], [0.1, 0.2, -0.5], [0.0, -0.3, 0.0], [-0.2, 0.1, 0.1], [-0.2, -0.2, 0.0], [-0.4, 0.1, -0.5], [0.1, -0.9, -0.3], [0.0, 0.3, 0.1], [-0.2, 0.0, 0.0], [-0.1, -0.2, 0.0], [-0.2, -0.1, 0.0], [-0.1, -0.1, 0.0], [-0.3, -0.3, -0.1], [0.1, 0.2, 0.4], [-0.3, -0.3, 0.3], [0.2, -0.2, 0.2]]}

=====

{"formula": "C27H21N3O5Pd", "method": "ωB97M-V/def2-TZVPD", "charge": 0, "homo_lumo_gap_ev": 7.1, "lumo_energy_ev": -1.33, "homo_ev": -8.4652, "elements": ["Pd", "O", "C", "C", "C", "C", "C", "C", "C", "O", "N", "N", "C", "C", "C", "C", "C", "C", "N", "H", "H", "H", "H", "H", "H", "H", "H", "H", "H", "O", "C", "C", "O", "O", "C", "C", "C", "C", "C", "C", "C", "C", "C", "C", "C", "C", "H", "H", "H", "H", "H", "H", "H", "H", "H", "H", "H"], "coordinates": [[0.570648, -0.285021, 1.076525], [1.040687, 1.060924, 6.454964], [-0.266328, 1.217624, 6.129703], [-1.200870, 1.506126, 7.122853], [-2.529789, 1.727614, 6.810421], [-2.952518, 1.679960, 5.489701], [-2.031222, 1.387050, 4.502743], [-0.688603, 1.130017, 4.796105], [0.155556, 0.746821, 3.638121], [-0.287793, 1.029146, 2.480146], [1.321864, 0.148102, 3.843198], [1.818683, -0.278785, 2.672988], [3.039959, -0.637235, 2.567798], [3.515515, -1.041790, 1.256464], [4.810597, -1.484660, 1.040337], [5.214105, -1.776567, -0.250604], [4.306819, -1.631585, -1.286092], [3.022081, -1.210218, -0.983814], [2.635418, -0.915901, 0.256940], [1.132612, 1.171422, 7.405839], [-0.867660, 1.559718, 8.155120], [-3.234662, 1.941964, 7.604908], [-3.987503, 1.865101, 5.235435], [-2.329459, 1.333772, 3.464140], [3.689254, -0.591795, 3.432976], [5.481746, -1.593643, 1.882110], [6.222798, -2.116560, -0.447094], [4.583535, -1.842877, -2.309001], [2.268925, -1.101299, -1.749688], [0.466030, -0.063545, -1.594201], [-0.887547, 0.016442, -2.059145], [-1.816654, 0.096660, -0.809396], [-2.959862, 0.498719, -0.932981], [-1.316972, -0.404236, 0.273890], [-1.225503, -1.311764, -2.732231], [-2.507974, -1.506870, -3.237004], [-2.849519, -2.710542, -3.832469], [-1.914018, -3.733286, -3.938363], [-0.634711, -3.540485, -3.444651], [-0.291004, -2.333331, -2.842684], [-0.986184, 1.167452, -3.063945], [-1.983963, 2.138099, -3.057884], [-1.971051, 3.158864, -4.004883], [-0.973959, 3.222809, -4.964336], [0.017969, 2.249302, -4.984480], [0.007377, 1.230562, -4.045463], [0.771018, 0.845856, -1.490897], [-3.241929, -0.715965, -3.140340], [-3.853882, -2.855754, -4.209598], [-2.184473, -4.677220, -4.396725], [0.101570, -4.331961, -3.518928], [0.703728, -2.193254, -2.448091], [-2.765968, 2.085346, -2.316344], [-2.751508, 3.910701, -3.985487], [-0.970205, 4.018482, -5.699238], [0.797280, 2.282435, -5.736899], [0.767518, 0.459055, -4.080465]], "forces_ev_per_a": [[0.2, 0.7, 2.3], [0.0, -0.1, -0.2], [-0.1, 0.1, 0.0], [0.0, 0.0, 0.0], [0.0, 0.0, 0.0], [0.0, 0.0, 0.0], [-0.1, 0.0, 0.0], [0.0, 0.1, -0.1], [0.5, 0.1, 0.4], [-0.6, -0.8, -0.9], [-0.3, -0.1, 0.5], [0.0, 0.5, -1.3], [0.2, -0.3, 0.2], [0.1, 0.1, 0.2], [0.2, 0.0, 0.1], [0.0, -0.1, 0.0], [0.1, 0.0, 0.1], [0.0, -0.1, 0.0], [-0.8, -0.4, -0.7], [0.0, 0.0, 0.1], [0.0, 0.0, 0.0], [0.0, 0.0, 0.0], [0.0, 0.0, 0.0], [0.0, 0.0, 0.0], [0.0, -0.1, 0.1], [0.0, 0.0, 0.0], [0.0, 0.0, 0.0], [0.0, 0.0, 0.0], [0.0, 0.0, 0.1], [0.1, 0.2, -0.5], [0.0, 0.0, 0.2], [0.1, -0.2, 0.1], [0.0, -0.1, 0.1], [0.3, 0.3, -0.6], [0.1, 0.0, 0.0], [-0.1, 0.0, 0.0], [0.0, 0.0, 0.0], [0.0, 0.0, 0.0], [0.0, 0.1, 0.0], [-0.1, 0.0, 0.0], [0.0, 0.0, 0.0], [0.1, 0.0, 0.0], [0.0, 0.0, 0.0], [0.0, 0.0, 0.0], [0.0, 0.0, 0.0], [-0.1, 0.0, 0.0], [0.0, 0.0, -0.1], [0.0, 0.0, 0.0], [0.0, 0.0, 0.0], [0.0, 0.0, 0.0], [0.0, 0.0, 0.0], [0.0, 0.0, 0.0], [0.0, 0.0, 0.0], [0.0, 0.0, 0.0], [0.0, 0.0, 0.0], [0.0, 0.0, 0.0], [0.0, 0.0, 0.0]]}

=====

{"formula": "C4H9FN2O2", "method": "ωB97M-V/def2-TZVPD", "charge": 0, "homo_lumo_gap_ev": [9.3, 8.7], "lumo_energy_ev": [-2.25, -2.62], "homo_ev": [-11.5579, -11.3276], "elements": ["C", "C", "C", "C", "N", "N", "O", "O", "F", "H", "H", "H", "H", "H", "H", "H", "H", "H"], "coordinates": [[0.897235, -2.005024, -0.695606], [0.574419, 0.357861, 1.205264], [0.220916, -0.704523, -1.220033], [-0.366414, -0.024393, 0.058385], [-1.010188, 1.215109, -0.372737], [-1.660194, 2.005635, 0.562184], [-2.779421, 1.550607, 0.719786], [-1.228598, 3.020710, 1.026183], [0.686876, 2.198269, -0.908387], [1.794782, -1.948242, 0.009707], [0.029642, -2.536339, -0.263131], [1.293588, -2.657994, -1.553782], [1.124874, -0.431868, 1.633906], [1.366849, 1.092831, 0.905635], [0.082315, 0.678940, 2.131672], [0.808612, -0.167029, -1.911282], [-0.734631, -0.969053, -1.715992], [-1.100662, -0.675499, 0.388229]], "forces_ev_per_a": [[0.5, -1.1, -1.2], [1.0, 0.9, 0.4], [-1.1, -1.5, 1.9], [2.8, 2.5, -0.5], [1.8, 0.9, -2.0], [-0.7, 0.7, 0.9], [0.1, -0.4, 0.0], [0.4, -0.6, -0.4], [-2.0, -0.9, 0.6], [-1.6, 0.4, -0.8], [0.9, -0.3, 0.3], [-0.8, 1.0, 1.1], [0.6, -1.6, -0.1], [-1.2, -0.5, 0.1], [-0.5, 0.6, -0.6], [0.7, 1.2, -0.2], [0.8, -0.2, -0.3], [-1.8, -1.1, 0.9]]}

=====

{"formula": "C10H11FeNO4", "method": "ωB97M-V/def2-TZVPD", "multiplicity": 5, "s2": 6.159, "charge": 0, "homo_lumo_gap_ev": [6.3, 4.7], "lumo_energy_ev": [-0.35, -3.22], "homo_ev": [-6.6199, -7.9652], "elements": ["N", "O", "O", "C", "C", "C", "Fe", "C", "O", "C", "O", "C", "C", "C", "C", "C", "H", "H", "H", "H", "H", "H", "H", "H", "H", "H", "H"], "coordinates": [[-0.201438, 0.230142, 0.603777], [-1.217136, 0.884504, 0.714237], [0.828209, 0.858670, 0.735036], [-0.314727, -3.148483, -0.500457], [0.366924, -2.911392, 0.813718], [1.683178, -2.616544, 0.905858], [1.455615, -4.666820, 1.583505], [3.027331, -4.944082, 0.605282], [3.983598, -5.099939, 0.007799], [0.474140, -5.745114, 0.435340], [-0.142997, -6.398876, -0.263621], [2.451663, -4.405491, 3.442482], [2.418533, -5.811304, 3.109786], [1.037447, -6.218322, 3.006814], [0.211434, -5.062455, 3.277293], [1.085779, -3.946837, 3.566199], [-0.743345, -2.233411, -0.907227], [0.393795, -3.533280, -1.234157], [-1.118921, -3.879399, -0.409324], [-0.271714, -2.812878, 1.695009], [2.310331, -2.619679, 0.018276], [2.149748, -2.276639, 1.829172], [3.354161, -3.811208, 3.598911], [3.285761, -6.459038, 2.977988], [0.674307, -7.215817, 2.754097], [-0.879620, -5.052532, 3.320601], [0.772346, -2.944077, 3.867908]], "forces_ev_per_a": [[0.2, 6.0, 1.1], [-1.7, -2.9, -0.6], [1.5, -3.0, -0.5], [-0.1, -0.1, -0.1], [-0.8, 0.2, 0.2], [0.8, 0.5, 0.1], [0.2, 0.9, -2.7], [1.9, 0.1, -0.9], [0.0, -0.1, 0.1], [-1.8, -1.0, -1.4], [0.2, -0.1, 0.2], [-0.4, -0.5, 1.2], [-0.6, 0.0, 1.2], [0.3, 0.5, 1.2], [0.4, -0.1, 1.3], [0.3, -1.3, 1.0], [0.0, 0.1, 0.0], [0.0, 0.0, -0.1], [0.0, 0.1, 0.0], [0.1, 0.2, -0.4], [-0.1, 0.3, 0.1], [-0.2, 0.2, -0.4], [-0.4, -0.3, -0.1], [-0.3, 0.3, 0.0], [0.2, 0.4, 0.1], [0.5, 0.0, -0.1], [0.1, -0.4, -0.3]]}

=====

{"formula": "C9H8N2", "method": "ωB97M-V/def2-TZVPD", "smiles": "c1ccc(-c2ncc[nH]2)cc1", "charge": 0, "homo_lumo_gap_ev": 8.7, "lumo_energy_ev": 0.74, "homo_ev": -7.9370, "elements": ["C", "C", "C", "C", "C", "N", "C", "C", "N", "C", "C", "H", "H", "H", "H", "H", "H", "H", "H"], "coordinates": [[2.250661, 0.101175, 2.158262], [2.172350, 1.035282, 1.125424], [1.224060, 1.020754, 0.220197], [0.189724, -0.022373, 0.257179], [-0.920282, -0.113910, -0.786333], [-2.053564, -0.816456, -0.620694], [-2.677187, -0.634736, -1.720335], [-1.972044, 0.182585, -2.670379], [-0.910093, 0.444526, -1.960910], [0.245230, -0.956670, 1.328313], [1.234575, -0.884748, 2.276959], [3.002077, 0.129364, 2.960119], [3.039916, 1.911810, 1.108694], [0.813411, 1.808240, -0.553067], [-3.760970, -1.162370, -1.786164], [-2.202072, 0.473069, -3.538564], [-0.284138, 0.822331, -2.400436], [-0.655898, -1.758868, 1.413102], [1.264245, -1.579006, 3.188633]], "forces_ev_per_a": [[-1.0, -1.2, 0.7], [5.5, 2.9, 2.3], [-6.7, -0.7, -4.1], [0.8, 0.1, 0.3], [1.4, -1.3, 4.2], [2.7, 0.5, 2.4], [-5.5, -0.8, -4.4], [-3.0, -5.0, 7.7], [-5.1, -2.6, 3.5], [-3.2, -1.2, -1.3], [1.6, 0.1, 1.5], [-0.2, 0.2, -0.7], [-2.5, -2.3, 0.0], [2.1, -1.0, 1.6], [2.7, 1.5, -0.4], [-1.4, 2.3, -6.5], [9.4, 5.5, -4.9], [2.4, 2.0, -0.3], [-0.1, 1.0, -1.6]]}

=====

Calculated DFT total energy (eV), listed in the same order as above: -73517.71896 -39437.00506 -46526.15825 -14078.50005 -54608.13455 -12439.80769